{
  "formula": "C10H30ClO9",
  "method": "the ωB97M-V functional and the def2-TZVPD basis",
  "species": ["Cl", "O", "O", "O", "O", "C", "C", "O", "H", "H", "H", "H", "H", "H", "C", "C", "O", "H", "H", "H", "H", "H", "H", "C", "C", "O", "H", "H", "H", "H", "H", "H", "C", "C", "O", "H", "H", "H", "H", "H", "H", "C", "C", "O", "H", "H", "H", "H", "H", "H"],
  "xyz": [[-0.40232, 1.02769, 0.44028], [0.24719, 1.22706, -0.83814], [-1.82834, 0.92967, 0.22063], [-0.15892, 2.09254, 1.37317], [0.09737, -0.22072, 1.00661], [-4.14036, 2.62505, -1.61305], [-4.91156, 3.51919, -0.68042], [-4.90525, 4.89285, -1.10162], [-4.18573, 1.57861, -1.29717], [-3.07414, 2.83200, -1.70041], [-4.53592, 2.64223, -2.63789], [-4.44422, 3.51519, 0.30348], [-5.95046, 3.19068, -0.57518], [-5.28413, 4.89010, -1.98509], [2.17382, 2.62080, -3.87411], [1.89352, 3.64004, -2.77075], [0.53236, 3.68963, -2.44917], [1.43320, 2.64135, -4.67420], [2.08072, 1.61640, -3.44432], [3.19044, 2.69559, -4.26532], [2.22486, 4.64124, -3.05443], [2.51769, 3.36729, -1.90929], [0.29973, 2.88972, -1.95869], [3.73884, -3.78875, 0.81220], [2.39904, -3.11290, 0.97601], [2.40016, -1.90770, 0.21110], [3.64435, -4.86826, 0.96474], [4.52387, -3.38135, 1.44648], [4.07493, -3.71612, -0.22710], [2.18293, -2.93928, 2.03605], [1.58480, -3.71494, 0.56258], [1.58111, -1.43055, 0.40110], [1.26968, -1.93946, 4.94561], [0.41353, -0.79085, 4.50147], [0.75009, 0.33347, 5.32834], [0.94773, -2.90333, 4.55832], [1.29279, -1.92559, 6.03874], [2.30548, -1.77972, 4.63681], [-0.66715, -0.95438, 4.60171], [0.54286, -0.55347, 3.44192], [0.31820, 1.11372, 4.96932], [-0.61498, -2.14199, -2.07722], [-0.71428, -3.39271, -1.22934], [-0.75835, -3.11627, 0.14519], [-0.67962, -2.33054, -3.14995], [0.33313, -1.63957, -1.87537], [-1.41134, -1.43685, -1.81901], [0.16432, -4.01916, -1.44361], [-1.54518, -4.02408, -1.57991], [-0.94647, -2.18355, 0.30890]],
  "nbo_charge": [2.55, -0.89, -0.87, -0.84, -0.92, -0.64, -0.07, -0.72, 0.23, 0.24, 0.18, 0.19, 0.14, 0.45, -0.64, -0.05, -0.74, 0.20, 0.21, 0.19, 0.15, 0.16, 0.50, -0.63, -0.07, -0.75, 0.20, 0.20, 0.21, 0.15, 0.17, 0.50, -0.63, -0.07, -0.74, 0.21, 0.21, 0.21, 0.15, 0.20, 0.47, -0.65, -0.05, -0.74, 0.20, 0.23, 0.21, 0.15, 0.14, 0.50],
  "e_above_lowest_ev": 0.0000,
  "largest_force_ha_per_bohr": 0.0218,
  "spin_multiplicity": 1,
  "total_energy_ev": -41800.656,
  "homo_ev": -7.0,
  "e_lumo_ev": 3.03,
  "charge": -1
}